41
Properties=species:S:1:pos:R:3 method="wB97M-V/def2-TZVPD" energy_ev=-73400.579 homo_ev="-7.89 / -7.47" multiplicity=2 charge=0 s_squared=0.8516 de_lowest_kcal_mol=133.3
Re 0.367 0.157 -0.868
C 0.076 -3.307 -0.148
C -0.575 -2.105 0.477
C -0.428 -1.840 1.846
C -1.157 -0.834 2.464
C -1.005 -0.572 3.938
C -2.047 -0.061 1.707
C -2.222 -0.296 0.358
C -3.223 0.483 -0.446
C -1.470 -1.318 -0.257
H -0.494 -4.203 0.116
H 1.092 -3.437 0.216
H 0.111 -3.223 -1.231
H 0.251 -2.452 2.433
H -1.865 -0.963 4.485
H -0.950 0.499 4.141
H -0.111 -1.049 4.339
H -2.605 0.738 2.187
H -4.222 0.071 -0.289
H -2.998 0.433 -1.512
H -3.239 1.530 -0.144
H -1.726 -1.624 -1.267
S 0.342 3.037 -0.713
C 0.371 3.213 -2.445
C 0.627 4.571 -2.835
N 0.858 5.670 -3.089
C 0.182 2.181 -3.351
S -0.002 0.501 -3.135
C 0.121 2.581 -4.745
N 0.062 2.890 -5.850
O 2.812 -1.580 1.249
P 3.206 -1.152 -0.278
O 4.440 -1.805 -0.698
O 1.923 -1.258 -1.075
O 3.455 0.469 -0.005
P 2.596 1.558 0.797
O 1.267 0.651 1.270
O 1.796 2.184 -0.582
O -0.671 1.972 -0.394
H 3.517 -2.136 1.603
H 1.537 -0.175 1.729

18
Properties=species:S:1:pos:R:3 method="wB97M-V/def2-TZVPD" energy_ev=-8333.796 homo_ev=-14.02 charge=+1 smiles="C=NC[C@@]1(C)C[NH2+]1" de_lowest_kcal_mol=76.6
C 1.902 -1.916 -0.045
N 1.275 -0.892 0.222
C 0.822 0.172 -0.636
C -0.544 0.438 -0.144
C -1.178 1.633 -0.719
C -1.203 -0.600 0.606
N -0.478 0.287 1.463
H 2.204 -2.638 0.811
H 2.321 -2.091 -1.064
H 0.999 -0.042 -1.659
H 1.512 1.041 -0.473
H -2.190 1.347 -1.158
H -0.495 1.828 -1.650
H -1.494 2.632 -0.449
H -2.320 -0.443 0.695
H -0.768 -1.542 0.234
H -0.837 0.844 2.254
H 0.472 -0.058 1.712

52
Properties=species:S:1:pos:R:3 method="wB97M-V/def2-TZVPD" energy_ev=-45022.815 homo_ev="-12.98 / -12.98" charge=+2 de_lowest_kcal_mol=0.0
P -2.126 1.521 0.485
P -0.664 -0.873 -2.401
C -2.222 1.406 -1.325
C -2.226 0.016 -2.005
H -1.465 2.088 -1.750
H -3.188 1.887 -1.570
H -2.904 -0.690 -1.495
H -2.650 0.187 -3.009
C -0.064 0.151 -3.766
H 0.934 -0.179 -4.077
H -0.024 1.212 -3.474
H -0.782 0.018 -4.584
C -1.226 -2.413 -3.110
H -1.498 -2.235 -4.156
H -2.106 -2.764 -2.561
H -0.443 -3.173 -3.061
C -1.992 3.267 0.862
H -1.446 3.408 1.804
H -2.993 3.722 0.945
H -1.446 3.773 0.054
C -3.607 0.743 1.169
H -3.742 -0.269 0.759
H -4.494 1.346 0.917
H -3.516 0.680 2.267
Sn 2.631 -2.608 3.081
C 0.799 -1.237 -1.365
C 1.725 -0.111 -1.517
C 1.272 1.179 -1.069
C 1.598 1.503 0.447
C 0.400 1.513 1.258
C -0.752 0.614 1.221
C -0.745 -0.885 0.713
C 0.541 -1.506 0.167
C 3.100 -0.892 4.387
H 1.181 -2.162 -1.830
H 2.748 -0.321 -1.776
H 0.164 1.180 -1.112
H 1.607 2.010 -1.718
H 2.395 0.835 0.816
H 2.019 2.520 0.458
H 0.399 2.227 2.088
H -1.104 0.551 2.269
H -1.566 -1.044 -0.004
H -1.057 -1.487 1.582
H 1.410 -1.204 0.774
H 0.473 -2.599 0.277
H 3.037 -1.195 5.441
H 2.331 -0.136 4.155
H 4.104 -0.522 4.125
O 6.813 -2.949 3.886
C 5.731 -3.015 3.409
N 4.636 -3.092 2.917

10
Properties=species:S:1:pos:R:3 method="wB97M-V/def2-TZVPD" energy_ev=-52182.554 homo_ev="-7.77 / -8.62" charge=0 de_lowest_kcal_mol=82.8
C 0.184 0.403 -2.249
P -0.456 -1.375 2.091
P -0.613 0.330 0.700
S 1.297 -0.493 2.849
S 1.362 1.006 1.397
S -0.220 -0.860 -0.994
H -0.567 0.376 -3.032
H 1.161 0.136 -2.647
H 0.225 1.385 -1.788
H -2.372 -0.909 3.674

12
Properties=species:S:1:pos:R:3 method="wB97M-V/def2-TZVPD" energy_ev=-26219.038 homo_ev=-10.01 charge=0 de_lowest_kcal_mol=44.7
C 0.947 -2.695 -1.025
C 0.981 -3.717 -1.649
C -1.386 1.714 0.736
O 1.088 2.114 0.827
O 0.297 1.191 -1.242
S 0.179 0.955 0.183
I -2.138 0.546 2.336
H 0.586 -1.744 -0.576
H 1.601 1.739 1.633
H 1.325 -4.542 -2.091
H -2.228 1.683 -0.070
H -1.253 2.757 0.937

49
Properties=species:S:1:pos:R:3 method="wB97M-V/def2-TZVPD" energy_ev=-30718.122 homo_ev=-11.26 charge=+1 de_lowest_kcal_mol=54.5
C 5.590 -0.770 0.225
N 4.191 -1.088 0.391
C 3.164 -0.187 0.454
C 1.955 -0.876 0.672
C 0.648 -0.319 0.845
C -0.517 -1.120 0.502
C -0.521 -2.099 -0.518
C -1.585 -2.992 -0.592
C -2.697 -2.818 0.248
C -2.743 -1.764 1.167
C -1.685 -0.872 1.240
C 2.304 -2.302 0.775
C 1.621 -3.449 1.161
C 2.300 -4.672 1.222
C 3.683 -4.730 0.967
C 4.410 -3.571 0.655
C 3.701 -2.388 0.560
H 6.156 -1.699 0.221
H 5.759 -0.242 -0.722
H 5.956 -0.136 1.044
H 3.302 0.877 0.338
H 0.576 0.388 1.688
H 0.335 -2.208 -1.198
H -1.547 -3.840 -1.284
H -3.541 -3.501 0.181
H -3.583 -1.623 1.845
H -1.671 -0.032 1.937
H 0.561 -3.385 1.410
H 1.753 -5.581 1.468
H 4.206 -5.682 1.024
H 5.487 -3.556 0.483
C -4.884 5.203 -1.901
C -3.789 5.959 -1.450
C -2.673 5.314 -0.913
C -2.651 3.914 -0.816
C -1.401 3.266 -0.325
N -1.222 1.924 -0.626
N 0.022 1.310 -0.281
O -0.500 3.875 0.263
C -3.759 3.163 -1.221
C -4.869 3.805 -1.777
H -5.757 5.687 -2.351
H -3.823 7.046 -1.532
H -1.822 5.903 -0.574
H -1.960 1.341 -0.970
H 0.588 1.274 -1.142
H 0.403 1.976 0.403
H -3.758 2.083 -1.088
H -5.712 3.196 -2.110

111
Properties=species:S:1:pos:R:3 method="wB97M-V/def2-TZVPD" energy_ev=-184736.517 homo_ev=-8.36 charge=0
Cd -0.579 -0.793 2.495
S 0.122 1.775 0.309
O -0.792 0.603 0.207
O -0.561 3.019 0.537
O 0.776 1.351 1.523
O 1.026 1.844 -0.799
C -0.584 -0.113 -5.287
O -0.780 -1.339 -5.999
C -0.050 -1.589 -7.084
O 0.873 -0.866 -7.613
O -0.372 -2.860 -7.534
C 0.303 -3.370 -8.642
H -1.243 0.006 -4.427
H -0.784 0.767 -5.898
H 0.437 0.052 -4.942
H 0.438 -4.449 -8.575
H 1.358 -3.099 -8.664
H -0.207 -3.078 -9.560
C 0.314 -4.293 -2.082
O 1.488 -4.704 -1.343
C 1.757 -4.160 -0.107
O 1.037 -3.373 0.528
O 3.004 -4.424 0.369
C 3.975 -5.263 -0.314
H -0.553 -4.929 -1.900
H 0.389 -4.207 -3.166
H 0.115 -3.292 -1.699
H 3.623 -6.053 -0.977
H 4.519 -5.828 0.444
H 4.740 -4.702 -0.851
C -5.465 -4.460 3.027
O -4.237 -5.124 3.434
C -3.123 -4.367 3.472
O -3.007 -3.214 2.990
O -2.134 -5.156 4.020
C -2.402 -6.393 4.687
H -5.421 -3.372 2.975
H -6.324 -4.699 3.654
H -5.658 -4.904 2.050
H -2.630 -7.243 4.044
H -3.189 -6.431 5.440
H -1.560 -6.535 5.365
C -1.551 2.088 7.113
O -2.823 2.390 6.557
C -2.988 2.048 5.234
O -2.244 1.241 4.558
O -4.090 2.701 4.812
C -4.302 2.764 3.428
H -1.387 1.031 7.321
H -1.408 2.626 8.050
H -0.802 2.364 6.371
H -3.973 3.756 3.117
H -5.336 2.567 3.146
H -3.727 2.054 2.833
C 4.571 -0.332 3.957
O 4.288 -0.871 5.302
C 3.058 -1.451 5.590
O 2.013 -1.270 4.880
O 3.045 -2.189 6.715
C 4.165 -2.374 7.568
H 5.633 -0.086 3.968
H 4.184 0.686 4.004
H 4.124 -0.833 3.099
H 4.809 -3.052 7.008
H 3.821 -2.908 8.455
H 4.773 -1.508 7.828
C -5.245 -1.208 -2.585
C -5.747 -2.551 -2.023
O -6.480 -2.098 -0.900
C -6.859 -0.842 -1.087
O -7.617 -0.211 -0.367
O -6.347 -0.356 -2.232
F -4.754 -3.317 -1.608
H -5.116 -1.252 -3.666
H -4.276 -0.893 -2.196
H -6.386 -3.067 -2.739
C 4.660 -1.286 -3.549
C 5.152 0.107 -3.383
O 6.068 0.149 -4.428
C 6.546 -1.085 -4.671
O 7.458 -1.317 -5.437
O 5.777 -1.950 -4.129
F 5.712 0.224 -2.236
H 3.730 -1.239 -4.115
H 4.353 -1.645 -2.567
H 4.440 0.884 -3.661
C 0.911 5.996 -3.701
C 1.995 7.003 -3.988
O 1.392 7.947 -4.881
C 0.136 7.503 -5.231
O -0.605 8.005 -6.097
O -0.036 6.274 -4.658
F 3.017 6.384 -4.626
H 0.534 5.956 -2.679
H 1.321 5.051 -4.055
H 2.287 7.547 -3.090
C 4.537 4.814 0.657
Cl 5.523 4.925 -0.734
Cl 5.494 5.051 2.119
H 3.644 5.432 0.566
H 4.183 3.788 0.765
C -4.232 4.300 -1.686
Cl -5.677 5.011 -0.990
Cl -4.500 3.819 -3.401
H -3.369 4.963 -1.636
H -4.084 3.404 -1.083
C 0.031 5.439 4.090
Cl 1.085 5.230 5.521
Cl -1.198 6.678 4.405
H 0.603 5.682 3.194
H -0.552 4.572 3.781

62
Properties=species:S:1:pos:R:3 method="wB97M-V/def2-TZVPD" energy_ev=-37241.582 homo_ev=-10.08 charge=+1 de_lowest_kcal_mol=13.9
C 4.310 1.034 -2.014
C 2.919 1.378 -1.756
C 2.110 2.305 -2.361
C 0.921 2.374 -1.610
C 1.166 1.807 -0.384
B -0.026 -0.726 -2.463
O 0.855 -0.346 -3.424
C 0.884 -1.632 -4.062
C 0.859 -2.692 -2.953
N 0.241 -2.028 -1.737
C 1.129 -2.166 -0.550
C -1.184 -2.436 -1.386
C -2.068 -1.467 -2.158
O -1.303 -0.280 -2.423
O 2.274 0.983 -0.580
H 4.745 1.918 -2.508
H 4.950 0.780 -1.155
H 4.325 0.216 -2.738
H 2.414 2.955 -3.169
H -0.019 2.718 -2.007
H 0.025 -1.715 -4.735
H 1.800 -1.638 -4.629
H 0.311 -3.608 -3.183
H 1.894 -2.890 -2.653
H 1.173 -3.214 -0.227
H 2.148 -1.828 -0.811
H 0.750 -1.575 0.277
H -1.353 -3.491 -1.650
H -1.312 -2.250 -0.309
H -2.335 -1.879 -3.131
H -2.936 -1.161 -1.591
C 2.270 -1.704 3.935
N 1.291 -0.950 3.186
C 1.546 -0.226 2.024
C 0.407 0.500 1.667
C 0.269 1.711 0.703
C -1.187 1.989 0.177
C -2.212 1.040 0.056
C -3.502 1.423 -0.355
C -3.786 2.755 -0.656
C -2.773 3.710 -0.528
C -1.498 3.319 -0.093
C -0.606 0.193 2.662
C -1.860 0.738 2.956
C -2.593 0.224 4.041
C -2.001 -0.717 4.905
C -0.674 -1.163 4.735
C -0.021 -0.721 3.592
H 1.768 -2.538 4.435
H 3.056 -2.049 3.242
H 2.723 -1.072 4.713
H 2.492 -0.284 1.498
H 0.610 2.598 1.275
H -2.069 0.007 0.396
H -4.301 0.678 -0.422
H -4.774 3.066 -0.987
H -2.946 4.771 -0.771
H -0.684 4.040 -0.005
H -2.295 1.514 2.313
H -3.620 0.572 4.181
H -2.571 -1.078 5.761
H -0.126 -1.793 5.443